A cluster of 7 separate species, C68H79ClF6N3O2PS in total in a non-equilibrium geometry, computed with the ωB97M-V functional and the def2-TZVPD basis.

Structure (XYZ):
```
161
Properties=species:S:1:pos:R:3:forces:R:3:lowdin_charge:R:1
C -2.2493 -0.9563 -0.9899 0.3 -0.5 -0.1 -0.096
C -2.3512 0.1935 -2.0652 -0.6 0.2 1.0 -0.238
C -0.9900 0.8946 -2.4097 -0.4 0.4 0.3 -0.585
Cl -1.4027 2.2516 -3.5902 0.4 -0.6 0.7 0.603
N 0.0358 0.0033 -2.9601 -0.2 1.8 -0.5 -0.001
C -0.1760 -0.6058 -4.2363 0.0 -2.9 1.2 -0.352
O -0.2920 -0.1329 -5.3268 -0.2 0.2 0.7 0.129
C -0.1564 -2.1399 -3.8493 0.6 -1.5 0.9 -0.012
C -0.5977 -3.3051 -4.5878 1.4 0.4 2.8 0.048
C -0.4348 -4.6205 -3.9163 0.2 0.5 0.5 -0.159
C -0.8961 -5.8728 -4.7698 0.7 1.4 -0.4 -0.172
C -2.3144 -5.5689 -5.3927 0.2 -1.4 0.8 -0.200
C -3.3456 -5.4103 -4.1975 0.0 0.7 -0.3 -0.194
C -4.0893 -3.9964 -4.2409 -0.5 -1.6 0.0 -0.185
C -5.5228 -4.1956 -3.5903 0.7 1.3 -0.2 -0.275
N -5.4694 -3.7792 -2.1485 -0.4 -0.9 -0.7 -0.024
C 0.1194 -4.7487 -2.5407 0.4 2.4 -1.9 -0.271
P 0.2754 -6.3816 -1.6797 -2.0 0.2 0.8 0.449
S -1.1186 -6.4647 -0.2875 0.2 0.0 -0.1 0.163
C 0.5690 -3.5202 -1.8128 0.0 0.5 -1.1 -0.124
C 1.1638 -3.5553 -0.3606 -1.0 0.4 -1.0 -0.142
C 0.0256 -3.2527 0.7291 0.4 -0.6 0.1 -0.186
C 0.3429 -4.1114 2.0279 0.1 0.6 0.5 -0.219
C 0.3890 -3.2439 3.3639 -0.8 -0.7 -0.2 -0.198
C -0.9943 -2.4640 3.6066 1.5 0.5 0.3 -0.199
C -0.8197 -0.8915 3.4688 -1.5 -0.6 -0.7 -0.218
C -2.2199 -0.3076 3.0057 1.0 1.3 0.8 -0.203
C -2.1159 1.2985 2.9167 -0.7 -1.4 0.0 -0.197
C -2.5551 1.7737 1.4714 0.4 0.8 1.8 -0.198
C -2.9762 3.3095 1.5149 0.2 -1.0 -1.3 -0.192
C -2.3665 4.0237 0.2281 -0.4 0.9 1.5 -0.154
C -1.0806 4.8619 0.6141 -0.3 0.2 -0.9 -0.136
N 0.1726 4.1420 0.3416 2.0 -1.0 0.2 -0.129
C 0.8992 4.0376 -0.8448 2.0 -1.3 -0.5 -0.123
C 2.0864 3.2296 -0.6446 -1.5 0.7 1.8 -0.096
C 2.1160 2.8370 0.8053 -3.0 2.2 -2.2 -0.067
C 0.8836 3.4346 1.3053 2.3 -1.4 0.6 -0.124
C 0.4350 -2.2430 -2.4876 -0.5 -1.6 -1.7 -0.016
C 0.8194 -0.7959 -2.0577 -1.1 -1.7 -0.7 -0.339
O 1.5695 -0.3836 -1.2209 -0.7 -0.2 -0.2 0.144
H -3.1395 -0.9770 -0.2981 0.8 0.1 -0.9 0.078
H -1.3487 -0.8769 -0.3165 -0.8 0.1 -0.7 0.064
H -2.1883 -1.9569 -1.5100 -0.1 1.0 0.7 0.072
H -2.9093 -0.1961 -2.9547 0.8 0.5 0.5 0.112
H -3.0115 0.9944 -1.6158 0.8 -0.7 -0.6 0.098
H -0.5645 1.3815 -1.4950 -0.3 -0.4 -0.8 0.107
H -1.0324 -3.1749 -5.6014 0.5 -0.3 1.0 0.121
H -0.1037 -5.9823 -5.5695 -0.9 0.0 0.7 0.124
H -0.8940 -6.8232 -4.1837 -0.3 0.9 -0.5 0.071
H -2.5915 -6.4724 -6.0149 0.2 1.0 0.6 0.113
H -2.3329 -4.6999 -6.0973 0.2 -0.7 0.8 0.091
H -2.8777 -5.4865 -3.1768 -0.1 -0.1 -1.0 0.100
H -4.0654 -6.2754 -4.2709 0.4 1.1 0.1 0.105
H -4.1482 -3.7079 -5.3255 -0.2 0.0 1.0 0.102
H -3.5298 -3.2071 -3.6613 -0.6 -0.9 -0.7 0.098
H -5.8508 -5.2625 -3.6789 0.1 1.0 -0.2 0.100
H -6.2314 -3.4987 -4.1078 0.4 -0.8 0.3 0.106
H -6.3534 -3.3108 -1.9447 0.3 -0.3 0.3 0.055
H -5.4364 -4.6618 -1.6244 -0.1 0.8 0.2 0.065
H -0.0131 -7.4735 -2.5639 1.0 0.8 0.1 -0.018
H 1.5446 -6.6027 -1.0791 0.0 0.2 -0.9 -0.010
H 1.9431 -2.7563 -0.2816 -0.5 -0.8 -0.1 0.118
H 1.6270 -4.5653 -0.2245 -0.4 1.0 0.2 0.069
H -0.9862 -3.5094 0.3039 1.1 0.2 0.5 0.088
H 0.0294 -2.1572 0.9951 0.1 -1.1 -0.4 0.094
H -0.4084 -4.9262 2.2015 0.6 0.7 -0.5 0.080
H 1.3371 -4.6064 1.8471 -0.9 0.4 0.5 0.097
H 0.4806 -3.9815 4.2159 0.4 0.9 -0.8 0.100
H 1.2699 -2.5383 3.3470 -0.9 -0.7 0.2 0.107
H -1.3159 -2.6542 4.6648 0.0 0.0 -1.0 0.105
H -1.7822 -2.8377 2.8974 0.7 0.4 0.7 0.109
H -0.0570 -0.6184 2.6857 -0.6 -0.3 0.8 0.105
H -0.5287 -0.4163 4.4478 -0.2 -0.5 -1.0 0.116
H -2.4977 -0.6938 1.9934 0.2 0.0 0.9 0.078
H -3.0025 -0.5829 3.7725 0.7 0.1 -1.0 0.115
H -2.7790 1.7050 3.7311 0.5 -0.1 -1.0 0.109
H -1.0648 1.5792 3.1895 -0.9 0.0 -0.5 0.092
H -3.4092 1.1194 1.1647 0.8 0.6 -0.1 0.105
H -1.6606 1.6551 0.8017 -0.9 -0.1 0.4 0.098
H -4.1017 3.3754 1.4646 1.2 0.0 0.3 0.110
H -2.6053 3.7697 2.4726 -0.4 -0.4 -1.1 0.091
H -2.1453 3.2560 -0.5537 -0.2 0.9 0.4 0.087
H -3.1295 4.7664 -0.1367 0.8 -0.8 0.0 0.099
H -1.0817 5.8128 0.0085 0.2 -1.0 0.7 0.114
H -1.0737 5.1433 1.6995 -0.1 -0.3 -1.0 0.126
H 0.6345 4.4879 -1.8332 -0.2 -0.3 1.4 0.118
H 2.8571 2.9698 -1.4079 -1.0 0.4 0.7 0.091
H 2.8891 2.2434 1.3310 -0.9 0.6 -0.4 0.085
H 0.5917 3.3421 2.3758 -0.2 0.4 -1.2 0.109
F -4.2699 5.0235 3.4950 -0.2 0.0 0.2 0.047
C -3.9664 6.3315 3.5554 0.1 0.6 0.0 -0.287
C -3.7655 6.9255 4.7883 0.0 -0.1 0.2 -0.017
C -3.4464 8.2760 4.8482 0.0 0.0 -0.3 -0.082
C -3.3423 9.0176 3.6765 0.0 0.1 0.0 -0.096
C -3.5514 8.4092 2.4446 0.0 0.0 0.2 -0.078
C -3.8601 7.0564 2.3820 0.0 -0.1 -0.2 -0.018
H -3.8588 6.3332 5.6903 0.0 0.0 -0.1 0.117
H -3.2793 8.7505 5.8077 0.0 -0.1 0.0 0.105
H -3.0973 10.0722 3.7251 0.0 -0.1 0.0 0.101
H -3.4739 8.9885 1.5324 0.0 -0.1 0.0 0.106
H -4.0178 6.5631 1.4305 0.0 0.0 0.0 0.110
F 0.4701 7.7233 -0.2004 -0.1 0.0 0.1 0.047
C 1.6087 7.9038 -0.8964 0.6 0.1 -0.4 -0.289
C 2.7527 7.2296 -0.5113 0.0 -0.2 0.3 -0.019
C 3.9251 7.4122 -1.2321 -0.2 0.2 -0.2 -0.078
C 3.9419 8.2748 -2.3229 0.1 0.0 0.0 -0.097
C 2.7861 8.9503 -2.6968 0.1 -0.1 0.1 -0.082
C 1.6098 8.7598 -1.9827 -0.2 0.1 0.0 -0.019
H 2.7225 6.5676 0.3459 -0.1 0.0 -0.1 0.117
H 4.8253 6.8831 -0.9438 -0.1 0.0 0.0 0.106
H 4.8589 8.4198 -2.8825 -0.1 0.0 0.0 0.099
H 2.8018 9.6251 -3.5448 0.0 0.0 0.0 0.099
H 0.6972 9.2707 -2.2643 0.0 0.0 0.0 0.115
F 3.4319 -3.0526 5.4468 -0.1 -0.1 0.0 0.039
C 3.9892 -4.1381 4.8790 0.3 -0.6 -0.3 -0.289
C 3.7247 -5.3902 5.4039 -0.2 0.0 0.2 -0.017
C 4.2960 -6.5102 4.8139 0.1 0.2 -0.1 -0.081
C 5.1327 -6.3645 3.7132 0.0 -0.1 0.0 -0.097
C 5.3942 -5.1007 3.1984 -0.1 -0.1 0.2 -0.083
C 4.8151 -3.9804 3.7805 0.0 0.3 -0.1 -0.019
H 3.0767 -5.4835 6.2667 0.0 0.0 0.0 0.118
H 4.0895 -7.4963 5.2122 0.0 0.1 0.0 0.106
H 5.5813 -7.2391 3.2564 0.0 0.1 0.0 0.101
H 6.0495 -4.9873 2.3430 -0.1 0.0 0.0 0.105
H 5.0006 -2.9882 3.3871 0.0 0.0 0.0 0.117
F 7.5874 1.9170 5.3746 0.1 0.0 0.0 0.058
C 6.4214 1.4647 5.8682 -0.5 -0.2 0.2 -0.291
C 5.6283 2.3139 6.6185 0.1 0.2 0.0 -0.022
C 4.4213 1.8476 7.1240 0.1 -0.2 -0.1 -0.085
C 4.0275 0.5360 6.8823 -0.1 0.0 0.0 -0.092
C 4.8362 -0.3087 6.1308 0.0 0.2 0.1 -0.074
C 6.0386 0.1597 5.6154 0.1 -0.1 -0.1 -0.015
H 5.9556 3.3296 6.8030 0.0 0.0 0.0 0.116
H 3.7882 2.5061 7.7067 0.1 0.0 0.0 0.103
H 3.0874 0.1722 7.2810 0.1 0.0 0.0 0.101
H 4.5305 -1.3310 5.9466 0.1 0.2 0.0 0.079
H 6.6779 -0.4809 5.0203 0.0 0.0 0.0 0.114
F 0.3448 -10.4986 -0.4572 0.1 0.0 -0.1 0.049
C -0.8294 -10.9623 0.0110 -0.6 -0.2 0.2 -0.287
C -1.6425 -10.1235 0.7510 0.1 0.3 0.1 -0.028
C -2.8558 -10.6007 1.2292 0.1 -0.3 -0.1 -0.079
C -3.2362 -11.9134 0.9709 -0.1 0.0 0.0 -0.101
C -2.4071 -12.7471 0.2300 0.0 0.2 0.1 -0.089
C -1.1981 -12.2680 -0.2584 0.2 -0.1 -0.2 -0.024
H -1.3255 -9.1068 0.9485 0.0 0.0 -0.1 0.060
H -3.5045 -9.9502 1.8035 0.1 0.0 0.0 0.105
H -4.1816 -12.2860 1.3485 0.1 0.0 0.0 0.099
H -2.7021 -13.7708 0.0325 0.0 0.1 0.0 0.103
H -0.5431 -12.9004 -0.8450 0.0 0.0 0.0 0.115
F 3.1865 11.8281 -6.2551 0.0 0.1 0.1 0.057
C 2.8071 10.7304 -6.9320 -0.2 -0.5 -0.3 -0.296
C 3.7240 9.7171 -7.1540 0.2 0.1 0.1 -0.022
C 3.3298 8.5811 -7.8490 -0.2 0.1 0.0 -0.083
C 2.0276 8.4749 -8.3233 0.0 -0.1 -0.1 -0.097
C 1.1176 9.5006 -8.0985 0.2 -0.1 0.1 -0.084
C 1.5068 10.6330 -7.3943 -0.1 0.2 0.1 -0.021
H 4.7368 9.8203 -6.7842 0.0 0.0 0.0 0.116
H 4.0376 7.7793 -8.0213 0.0 0.1 0.0 0.105
H 1.7223 7.5897 -8.8691 0.0 0.1 0.0 0.101
H 0.1039 9.4187 -8.4721 0.1 0.0 0.0 0.105
H 0.8082 11.4380 -7.2027 0.1 0.0 0.0 0.116
```
Forces are in eV/Å.

Results
DFT total energy	-129310.1940	eV
SMILES string	CC[C@H](Cl)N1C(=O)c2cc(CCCCCN)c([PH2]=S)c(CCCCCCCCCCCCn3cccc3)c2C1=O.Fc1ccccc1.Fc1ccccc1.Fc1ccccc1.Fc1ccccc1.Fc1ccccc1.Fc1ccccc1
HOMO	-7.71	eV